No. 1
{
  "formula": "C15H13N3O2",
  "method": "ωB97M-V with the def2-TZVPD basis set",
  "symbols": ["C", "C", "N", "C", "N", "C", "C", "C", "C", "C", "C", "O", "C", "C", "O", "C", "C", "C", "C", "N", "H", "H", "H", "H", "H", "H", "H", "H", "H", "H", "H", "H", "H"],
  "xyz": [[2.183145, -5.403232, 2.443681], [2.880072, -5.559310, 1.215151], [2.991435, -4.530547, 0.291232], [2.098700, -3.551833, 0.621241], [1.981556, -2.398181, -0.120911], [1.175895, -1.559677, 0.584394], [0.520884, -0.296176, 0.118441], [-0.223068, -0.239639, -1.100951], [-0.558890, 1.064385, -1.668109], [-0.459591, 2.225188, -0.964743], [-1.020248, 3.534987, -1.469543], [-2.026703, 3.149900, -2.368372], [-3.226377, 3.866119, -2.027226], [-3.069470, 4.148718, -0.539922], [-1.667925, 4.325395, -0.356763], [0.130416, 2.143014, 0.349560], [0.632745, 0.931482, 0.836879], [0.951729, -2.058285, 1.863762], [1.492894, -3.406506, 1.819313], [1.564922, -4.228457, 2.864986], [2.303688, -6.231396, 3.141698], [3.378878, -6.458428, 0.967686], [2.549297, -2.162085, -0.888616], [-0.389489, -1.128813, -1.566102], [-1.183813, 0.974837, -2.593173], [-0.419067, 4.142054, -2.106193], [-4.115269, 3.356735, -2.026384], [-3.380857, 4.796617, -2.545941], [-3.520601, 5.051283, -0.260797], [-3.410771, 3.252953, 0.049197], [0.424725, 3.010480, 0.903270], [1.067962, 0.942270, 1.831271], [0.343197, -1.703853, 2.701984]],
  "atomic_forces_ev_per_a": [[0.2, 1.1, 0.4], [-0.8, 3.0, -0.5], [-2.3, -0.9, 1.9], [4.2, -1.5, -3.1], [-1.3, -0.8, 0.6], [-1.6, 1.9, 2.6], [-0.3, 1.0, -1.5], [2.2, 4.3, 2.2], [-1.8, -3.6, -0.4], [1.5, 0.6, 2.5], [-1.8, -0.5, 1.1], [-2.5, 0.6, -0.2], [1.9, 1.3, 1.6], [1.4, -1.9, -0.1], [1.4, -1.0, -1.9], [0.6, -1.2, -1.5], [-0.5, -0.2, -0.4], [-0.2, -0.9, -1.1], [-1.5, 2.3, 3.3], [1.3, -3.3, -1.9], [-0.4, 0.3, 0.1], [0.6, -0.7, 0.0], [0.4, 0.1, -1.0], [-0.6, -2.1, -1.7], [0.9, 0.6, 0.8], [1.3, 0.9, 0.6], [-1.9, -2.1, -1.2], [0.4, 0.4, -0.7], [-0.9, 1.1, 0.7], [0.1, 0.9, -0.3], [-0.5, 0.6, 0.2], [0.3, -0.1, -0.2], [0.2, 0.1, -0.8]],
  "orbital_gap_ha": 0.3059,
  "spin_multiplicity": 1,
  "total_energy_ha": -894.0617,
  "smiles": "c1cnc2[nH]c(-c3ccc(C4OCCO4)cc3)cc2n1",
  "fmax_ev_per_a": 5.42
}

No. 2
{
  "formula": "C15H13N3O4S2",
  "method": "ωB97M-V with the def2-TZVPD basis set",
  "symbols": ["C", "H", "H", "H", "C", "N", "C", "C", "C", "C", "C", "C", "C", "O", "O", "H", "H", "H", "H", "H", "S", "O", "O", "C", "C", "C", "C", "C", "N", "S", "N", "C", "H", "H", "H", "H", "H"],
  "xyz": [[2.203898, -3.247078, 0.432475], [2.161062, -4.302469, 0.176250], [1.687105, -3.094081, 1.376269], [3.242829, -2.959894, 0.569493], [1.552174, -2.427331, -0.675650], [1.476804, -1.018938, -0.328732], [2.641258, -0.270712, -0.168117], [3.864354, -0.670243, -0.709234], [4.994485, 0.112047, -0.567443], [4.934185, 1.324260, 0.099861], [3.731873, 1.737229, 0.638467], [2.591877, 0.946520, 0.530154], [1.349659, 1.391911, 1.196559], [0.545273, 0.658839, 1.728520], [1.244496, 2.719584, 1.267157], [0.403215, 2.959213, 1.685159], [3.661471, 2.675452, 1.165962], [5.815291, 1.939200, 0.197343], [5.926717, -0.223964, -0.997361], [3.935741, -1.591439, -1.264031], [0.113176, -0.240420, -0.974009], [0.353060, 1.168335, -1.019540], [-0.201936, -0.904872, -2.205947], [-1.234782, -0.621113, 0.147384], [-1.161299, -1.484632, 1.200765], [-2.289910, -1.762697, 1.999629], [-3.507728, -1.188724, 1.755689], [-3.615126, -0.298054, 0.675391], [-4.692849, 0.369820, 0.259536], [-4.285073, 1.252915, -1.017446], [-2.739379, 0.849302, -1.119523], [-2.461553, -0.011343, -0.143160], [-4.373960, -1.395542, 2.363375], [-2.176945, -2.446537, 2.826957], [-0.215051, -1.932544, 1.449100], [0.521079, -2.749558, -0.828248], [2.076241, -2.575588, -1.627171]],
  "atomic_forces_ev_per_a": [[-0.1, 0.2, -0.2], [0.0, -0.1, 0.0], [0.0, 0.0, 0.1], [0.1, 0.0, 0.1], [0.0, -0.6, 0.0], [-1.2, 0.3, -0.3], [0.5, 0.8, 0.3], [-0.3, -0.1, 0.0], [0.0, 0.1, 0.1], [0.1, -0.1, 0.0], [-0.2, -0.1, 0.0], [0.4, 0.0, -0.1], [-0.3, -0.1, 0.9], [0.3, 0.3, 0.2], [0.1, 0.6, -0.2], [0.1, -0.3, 0.0], [0.0, 0.1, 0.0], [0.1, 0.1, 0.0], [0.1, 0.0, 0.0], [0.0, -0.1, 0.0], [0.1, -0.5, -0.5], [-0.1, -0.1, 0.1], [-0.1, -0.1, 0.2], [0.9, -0.4, -0.1], [0.3, 0.3, -0.6], [-0.6, 0.1, 0.1], [0.2, -0.3, 0.4], [0.4, 0.5, -0.8], [-0.7, 0.1, 0.2], [0.6, -0.7, 0.7], [0.3, 0.4, -0.6], [-1.2, 0.3, 0.0], [-0.1, -0.1, 0.1], [0.0, -0.1, 0.1], [0.2, 0.0, 0.1], [0.2, -0.2, -0.1], [-0.1, 0.0, 0.0]],
  "orbital_gap_ha": 0.2927,
  "spin_multiplicity": 1,
  "total_energy_ha": -1841.0009,
  "fmax_ev_per_a": 1.26
}

No. 3
{
  "formula": "C15H13O9PdS2",
  "method": "ωB97M-V with the def2-TZVPD basis set",
  "symbols": ["Pd", "C", "O", "C", "C", "C", "C", "C", "C", "O", "C", "O", "C", "H", "H", "H", "H", "H", "H", "H", "H", "H", "O", "S", "O", "O", "C", "C", "C", "C", "C", "C", "S", "O", "O", "O", "H", "H", "H", "H"],
  "xyz": [[0.275908, 0.167393, 0.288695], [-6.284002, -1.339505, 2.332450], [-6.374865, -1.401518, 0.925221], [-5.216347, -1.252453, 0.226365], [-5.328690, -1.444803, -1.162596], [-4.203580, -1.340930, -1.933594], [-2.949485, -1.008427, -1.393592], [-1.777766, -0.950021, -2.241217], [-1.797327, -1.670760, -3.578262], [-0.758450, -0.348642, -1.922660], [-2.827916, -0.762119, 0.012469], [-1.758594, -0.449430, 0.640883], [-4.009467, -0.938312, 0.793947], [-7.276317, -1.580606, 2.708081], [-6.002341, -0.339300, 2.672281], [-5.566784, -2.071003, 2.714366], [-6.297236, -1.681245, -1.582934], [-4.287506, -1.503016, -3.001091], [-2.295405, -2.636647, -3.509493], [-0.767908, -1.800661, -3.900418], [-2.312590, -1.053702, -4.318565], [-3.894308, -0.788120, 1.859565], [0.142385, 3.226496, -1.699698], [1.185248, 2.590268, -0.923284], [2.403698, 3.348773, -0.791526], [0.621927, 2.182130, 0.409830], [1.696237, 1.166031, -1.994050], [1.521245, 1.495708, -3.337872], [1.830704, 0.604174, -4.347681], [2.315939, -0.656153, -4.036867], [2.524985, -0.991774, -2.714641], [2.246994, -0.086859, -1.697050], [2.566178, -0.755871, -0.061217], [3.836580, -1.420853, -0.094890], [2.471981, 0.370606, 0.868012], [1.416282, -1.682034, 0.198297], [1.101088, 2.463912, -3.561912], [1.669992, 0.887345, -5.380422], [2.520420, -1.376003, -4.819843], [2.914154, -1.962800, -2.435920]],
  "atomic_forces_ev_per_a": [[0.4, -0.3, 1.8], [-0.1, 0.0, 0.0], [-0.1, -0.1, 0.1], [0.2, 0.0, -0.2], [-0.2, 0.0, -0.1], [0.0, 0.0, 0.2], [0.1, 0.1, 0.3], [0.2, 0.2, -0.1], [0.0, 0.1, 0.0], [0.0, -0.2, -0.4], [-0.3, -0.1, -0.4], [0.8, 0.4, 0.2], [0.1, 0.1, 0.3], [0.0, 0.0, 0.0], [0.0, 0.0, 0.0], [0.0, 0.0, 0.0], [0.0, 0.0, 0.0], [0.0, 0.0, 0.0], [0.0, 0.0, 0.0], [0.1, 0.0, 0.0], [0.0, -0.1, 0.0], [0.0, 0.0, -0.1], [0.2, -0.3, 0.1], [0.0, 1.3, -1.1], [-0.1, -0.2, 0.4], [-0.6, -0.4, -0.2], [0.0, 0.0, 0.2], [0.0, 0.0, 0.1], [0.0, 0.0, 0.0], [0.0, -0.1, -0.1], [0.1, 0.0, 0.1], [0.1, 0.1, 0.1], [1.2, -1.1, -0.9], [-0.3, 0.1, 0.0], [-1.3, 0.3, -0.1], [-0.4, 0.1, -0.1], [0.0, 0.0, -0.1], [0.0, 0.0, 0.0], [0.0, 0.0, 0.0], [0.0, 0.0, -0.1]],
  "total_charge": -1,
  "orbital_gap_ha": [0.2260, 0.2271],
  "spin_multiplicity": 1,
  "total_energy_ha": -2180.8296,
  "fmax_ev_per_a": 1.86
}

Number 3 is which compound?
C15H13O9PdS2